The following is a quantum chemistry calculation of a structure of composition C23H26As2N3O2Ti, from OMol25.

XYZ file:
```
57
Properties=species:S:1:pos:R:3:mulliken_spin:R:1
Ti -0.32705 0.10735 0.40172 1.456
O 3.85971 0.22656 1.46156 0.002
C 4.00202 -1.11922 1.42589 -0.004
C 5.30910 -1.60962 1.41138 0.000
C 5.54250 -2.96589 1.38543 -0.001
C 4.48078 -3.87142 1.36705 0.001
C 3.19084 -3.39626 1.37473 0.001
C 2.92196 -2.01861 1.40523 -0.006
C 1.53042 -1.55502 1.37816 0.000
O 1.30601 -0.25067 1.47621 0.022
N 0.56147 -2.42474 1.23572 0.023
N -0.63326 -1.77530 1.03543 0.178
C -1.78994 -2.34635 1.11874 0.139
C -2.85591 -1.48471 0.68553 0.060
C -4.20274 -1.86456 0.68807 0.008
C -5.15118 -0.99640 0.20464 0.048
C -4.73610 0.25082 -0.27980 0.013
C -3.40452 0.57127 -0.23233 0.074
N -2.45492 -0.25973 0.24728 -0.039
H 2.90975 0.41047 1.58889 0.005
H 6.12126 -0.89617 1.43441 0.000
H 6.56119 -3.33081 1.38257 0.000
H 4.66601 -4.93588 1.34815 0.000
H 2.35365 -4.07922 1.35619 0.000
H -1.93561 -3.35873 1.47564 0.006
H -4.47497 -2.84106 1.06409 -0.001
H -6.19601 -1.27236 0.19596 0.003
H -5.44040 0.96574 -0.67925 0.001
H -3.04751 1.53424 -0.58062 0.007
C -1.71511 4.10565 0.66179 0.007
As -0.34828 2.75584 0.97488 -0.020
C 0.11982 3.01691 2.83972 0.010
C 1.22463 3.46805 0.08451 0.005
C 1.79932 4.65524 0.52864 -0.004
C 2.95162 5.14703 -0.06198 0.001
C 3.54364 4.45073 -1.10540 0.000
C 2.97421 3.27225 -1.56139 0.002
C 1.81201 2.77464 -0.97674 -0.001
As 1.01277 1.14618 -1.67856 -0.002
C 2.53710 0.15258 -2.35210 0.005
C 0.10394 1.80246 -3.26945 0.005
H -1.44394 5.01988 1.18952 -0.001
H -2.68451 3.76298 1.01876 0.000
H -1.77766 4.32088 -0.40388 0.002
H 0.25927 4.07534 3.05576 0.000
H 1.04019 2.47377 3.04753 -0.003
H -0.67599 2.62481 3.47098 0.002
H 1.36110 5.20980 1.35011 0.000
H 3.39312 6.06789 0.29406 0.000
H 4.44912 4.82444 -1.56382 0.000
H 3.45371 2.74540 -2.37717 0.000
H 2.95834 0.62511 -3.23824 -0.001
H 2.21416 -0.85618 -2.60374 -0.002
H 3.29005 0.09974 -1.56570 0.001
H 0.77053 2.46677 -3.81796 0.000
H -0.78828 2.35140 -2.97302 0.000
H -0.18480 0.96823 -3.90664 0.000
```

## Properties
LUMO (spin up / spin down): -3.586 / -3.764 eV
Gap between HOMO and LUMO (spin up / spin down): 6.1 / 6.9 eV
E_tot: -6527.62649 Ha
Spin multiplicity: 3
Charge: +1
Relative energy (zero: lowest compared OMol25 entry of this formula, charge and spin): 0.512 eV
HOMO (spin up / spin down): -9.70 / -10.65 eV


The following is a quantum chemistry calculation of a cluster of 12 separate species, C12H48N24O12 in total, from OMol25.

XYZ file:
```
96
Properties=species:S:1:pos:R:3:lowdin_charge:R:1
N -8.55657 6.25696 3.79210 0.146
C -7.85901 7.29969 3.22097 -0.666
N -6.67718 6.97067 2.62010 0.156
O -8.30917 8.43927 3.17656 0.010
H -9.31907 6.63529 4.34339 0.052
H -8.00978 5.52458 4.21351 0.089
H -6.11589 7.71630 2.24440 0.075
H -6.43411 6.00007 2.56111 0.092
N -9.02610 16.66612 5.31915 0.166
C -8.82847 17.43076 6.43731 -0.676
N -9.07658 18.76232 6.23325 0.154
O -8.48005 16.96138 7.50470 0.021
H -8.76102 15.70185 5.38587 0.079
H -9.20110 17.17939 4.47018 0.039
H -8.74686 19.38437 6.94844 0.097
H -9.31146 19.16148 5.34209 0.082
N -5.31296 11.67037 8.71501 0.165
C -6.39304 10.87422 8.46225 -0.675
N -6.23222 9.96600 7.44886 0.136
O -7.47020 11.04645 9.00896 0.025
H -4.45074 11.67012 8.20480 0.097
H -5.43160 12.20054 9.56028 0.108
H -6.92212 9.23454 7.40122 0.070
H -5.29324 9.70833 7.19087 0.104
N -11.44815 17.64439 1.15907 0.159
C -10.49842 17.56052 2.13529 -0.665
N -9.36239 16.91461 1.76898 0.181
O -10.61849 18.14654 3.21145 -0.018
H -11.42964 17.12156 0.30229 0.097
H -12.36324 17.96154 1.42721 0.101
H -9.25244 16.47271 0.87544 0.104
H -8.60319 16.84419 2.43818 0.053
N -12.63466 16.32775 4.16085 0.163
C -12.74602 15.06601 4.67805 -0.660
N -11.51520 14.46090 4.81338 0.160
O -13.80781 14.46991 4.78002 0.015
H -11.80077 16.88729 4.27039 0.058
H -13.46658 16.65705 3.70860 0.101
H -11.31229 13.77245 5.50401 0.072
H -10.85932 14.92362 4.21336 0.061
N -5.03857 15.82291 2.25306 0.185
C -5.92619 16.85234 2.05112 -0.665
N -5.87773 17.36621 0.79839 0.152
O -6.74036 17.21284 2.88472 0.001
H -4.33137 15.75613 1.54530 0.100
H -5.15559 15.24003 3.06131 0.082
H -5.31512 16.95996 0.07325 0.096
H -6.55493 18.04877 0.51467 0.100
N -4.01987 12.90127 4.59724 0.155
C -3.15504 13.93498 4.33513 -0.704
N -3.44542 15.06021 5.07847 0.141
O -2.19095 13.86585 3.59674 0.023
H -4.98103 13.07907 4.87737 0.036
H -3.79923 12.05283 4.10063 0.087
H -2.73535 15.76702 5.01136 0.099
H -3.98206 14.91599 5.91449 0.094
N -7.51434 11.42717 5.06728 0.185
C -7.62938 12.74823 4.75289 -0.666
N -8.70229 13.00345 3.93503 0.176
O -6.79286 13.58206 5.08133 0.002
H -8.04122 10.68192 4.64112 0.081
H -6.69267 11.20579 5.60576 0.071
H -9.46270 12.35874 4.12555 0.050
H -8.85111 13.98449 3.77130 0.079
N -6.83307 11.48686 1.84314 0.173
C -5.76292 10.74170 1.44901 -0.679
N -6.12306 9.61158 0.76688 0.145
O -4.60651 11.09746 1.62097 0.009
H -6.69958 12.07713 2.64485 0.062
H -7.78383 11.22656 1.61059 0.043
H -5.42526 9.09482 0.26471 0.099
H -7.09170 9.36956 0.63974 0.082
N -9.35336 6.69517 7.82391 0.169
C -9.57674 7.73076 6.97498 -0.644
N -9.15900 8.95434 7.40112 0.172
O -10.03506 7.60328 5.84621 -0.010
H -9.00369 6.86666 8.74844 0.100
H -9.63937 5.76995 7.56640 0.106
H -9.04843 9.66022 6.69076 0.091
H -8.94975 9.14983 8.36615 0.091
N -11.15183 10.17483 1.95913 0.177
C -10.55330 10.33850 0.75142 -0.649
N -11.28043 9.97395 -0.34701 0.154
O -9.37670 10.67716 0.65017 0.001
H -12.14831 10.16182 2.06138 0.097
H -10.51600 10.16460 2.74144 0.072
H -10.88944 9.97306 -1.26719 0.101
H -12.22885 9.69735 -0.17170 0.091
N -12.63734 11.47909 6.04458 0.183
C -11.80979 10.70413 5.29495 -0.640
N -12.22473 9.42675 5.11811 0.173
O -10.72452 11.11122 4.87479 -0.021
H -12.55832 12.46763 6.15766 0.074
H -13.29773 10.99866 6.62857 0.102
H -13.01632 9.09216 5.63738 0.102
H -11.62761 8.72786 4.71028 0.086
```

## Properties
LUMO: 0.173 eV
Gap between HOMO and LUMO: 9.2 eV
E_tot: -2703.60302 Ha
Relative energy (zero: lowest compared OMol25 entry of this formula, charge and spin): 1.578 eV
HOMO: -8.98 eV
SMILES: NC(N)=O.NC(N)=O.NC(N)=O.NC(N)=O.NC(N)=O.NC(N)=O.NC(N)=O.NC(N)=O.NC(N)=O.NC(N)=O.NC(N)=O.NC(N)=O


The following is a quantum chemistry calculation of a structure of composition C43H50AsFN3O7PPbSSi, from OMol25.

XYZ file:
```
109
Properties=species:S:1:pos:R:3:lowdin_charge:R:1
Pb -0.58593 0.29839 -0.56602 1.291
S -1.55375 0.56706 2.27138 0.460
C -0.25653 0.33981 3.42943 -0.758
C -0.43073 -0.50747 4.53583 -0.156
C 0.58493 -0.72132 5.45231 -0.117
C 1.81343 -0.09107 5.29831 -0.120
C 2.00160 0.76235 4.21888 -0.117
C 0.98726 0.98872 3.29848 -0.423
As 1.20851 2.05882 1.68166 1.284
C 0.55575 3.79322 2.30193 -0.373
C -0.52580 3.89764 3.17068 -0.100
C -1.05096 5.14343 3.48865 -0.091
C -0.50261 6.29584 2.94587 -0.116
C 0.57278 6.19934 2.07287 -0.115
C 1.09140 4.95476 1.74550 -0.131
C 3.12962 2.42818 1.69978 -0.387
C 3.85879 1.92050 0.62768 -0.092
C 5.22704 2.16077 0.54022 -0.080
C 5.86943 2.90425 1.51721 -0.112
C 5.14397 3.42124 2.58638 -0.108
C 3.78036 3.18660 2.67374 -0.140
H -1.38603 -1.00570 4.64957 0.088
H 0.41851 -1.39249 6.28826 0.089
H 2.61869 -0.26630 6.00177 0.085
H 2.96462 1.24083 4.08584 0.081
H -0.97495 2.99935 3.57646 0.067
H -1.90354 5.20944 4.15389 0.097
H -0.92000 7.26559 3.19050 0.090
H 1.00108 7.09349 1.63457 0.094
H 1.92144 4.88493 1.05123 0.103
H 3.37041 1.36434 -0.16912 0.070
H 5.77404 1.77552 -0.31128 0.103
H 6.93429 3.09439 1.44395 0.089
H 5.64050 4.01202 3.34792 0.090
H 3.21406 3.60551 3.49850 0.104
C -3.28966 -1.53454 -1.12674 -0.199
Si -4.09774 0.13968 -0.90543 0.326
C -5.22713 0.44454 -2.38362 -0.171
C -5.16329 0.00281 0.64965 -0.180
N -2.82495 1.28292 -0.79737 -0.202
C -3.00273 2.60332 -0.53226 -0.342
C -4.23505 3.23504 -0.23650 -0.050
C -4.33903 4.58859 0.04739 -0.126
C -3.22372 5.41325 0.05113 -0.131
C -1.99099 4.84659 -0.26098 -0.042
C -1.92076 3.50831 -0.54382 -0.227
F -0.68475 3.00017 -0.86513 -0.065
H -4.04653 -2.30650 -1.29660 0.043
H -2.73769 -1.81263 -0.22209 -0.005
H -2.61030 -1.54465 -1.98267 -0.005
H -6.04670 -0.27961 -2.41412 0.019
H -4.64994 0.34198 -3.30529 0.026
H -5.65813 1.44842 -2.36238 0.014
H -5.73665 -0.92984 0.61833 0.019
H -5.87051 0.82415 0.78021 0.009
H -4.51429 -0.02643 1.52929 0.002
H -5.13211 2.62997 -0.21882 0.072
H -5.31598 4.99952 0.27877 0.087
H -3.29948 6.46538 0.29256 0.083
H -1.07785 5.42756 -0.27144 0.106
O 3.17205 0.98530 -2.52814 -0.005
C 2.25368 0.15829 -2.46836 -0.650
O 1.80087 -0.40538 -1.42368 -0.215
C 1.63138 -0.32266 -3.77693 -0.060
C 2.47696 -0.53751 -4.82526 0.053
C 2.01291 -1.08381 -6.03593 -0.164
C 0.68043 -1.39786 -6.19355 0.057
C -0.19049 -1.18609 -5.14590 -0.066
C 0.20674 -0.59676 -3.88561 -0.312
O -0.62778 -0.28711 -2.99918 -0.166
N -1.57364 -1.56181 -5.38696 -0.343
O -1.98124 -1.54197 -6.54581 0.028
O -2.26643 -1.90751 -4.44832 0.058
N 2.92387 -1.32790 -7.12090 -0.375
O 2.49044 -1.81964 -8.15903 0.018
O 4.10448 -1.04044 -6.96894 0.032
H 3.52081 -0.28094 -4.71443 0.125
H 0.31548 -1.81032 -7.12096 0.122
C -0.97507 -3.32189 2.46897 -0.132
C -0.94773 -3.95341 1.07695 -0.547
C -0.75746 -5.46816 1.16167 -0.122
P 0.14749 -2.95781 -0.06629 1.060
C 0.36990 -4.14610 -1.47817 -0.555
C 1.50026 -3.70967 -2.40955 -0.103
C -0.94751 -4.24765 -2.24675 -0.119
C 1.85965 -2.89404 0.65048 -0.541
C 1.99776 -1.73626 1.63936 -0.119
C 2.44481 -4.18996 1.20496 -0.116
H -1.78750 -3.75497 3.06097 0.077
H -1.13615 -2.24266 2.41646 0.021
H -0.04283 -3.50484 3.00750 0.066
H -1.93611 -3.78196 0.63345 0.080
H 0.22394 -5.73724 1.55187 0.056
H -0.88295 -5.95582 0.19418 0.057
H -1.50829 -5.88777 1.83951 0.071
H 0.62217 -5.13049 -1.06953 0.082
H 1.43535 -2.64671 -2.64236 0.055
H 1.44747 -4.27346 -3.34543 0.079
H 2.48272 -3.88750 -1.96880 0.071
H -1.20921 -3.28738 -2.69468 0.051
H -1.78070 -4.54956 -1.60729 0.063
H -0.86052 -4.97961 -3.05533 0.077
H 2.43273 -2.59526 -0.23188 0.080
H 1.36389 -1.84195 2.52035 0.056
H 1.74511 -0.80128 1.13983 0.020
H 3.03320 -1.65042 1.98319 0.087
H 1.96928 -4.47410 2.14600 0.060
H 3.51176 -4.05597 1.40856 0.073
H 2.33827 -5.02191 0.50474 0.062
```

## Properties
LUMO: 4.152 eV
Gap between HOMO and LUMO: 6.7 eV
E_tot: -5917.08375 Ha
Charge: -2
Relative energy (zero: lowest compared OMol25 entry of this formula, charge and spin): 0.000 eV
HOMO: -2.55 eV


The following is a quantum chemistry calculation of a structure of composition C29H64FO16P3SSi2, from OMol25.

XYZ file:
```
116
Properties=species:S:1:pos:R:3:lowdin_charge:R:1
C 6.43498 1.19698 -1.77745 -0.096
O 5.87658 0.65579 -0.58237 -0.203
C 4.47369 0.52965 -0.66248 -0.243
C 4.00770 -0.58262 -1.62666 -0.177
C 2.88248 -1.45917 -1.06631 -0.199
C 1.70131 -0.67759 -0.43002 -0.199
C 0.37356 -1.46645 -0.47123 -0.189
C -0.60686 -1.07074 -1.59499 -0.193
C -0.21373 -1.53316 -3.02308 -0.180
C -0.24049 -0.31140 -3.96945 -0.193
C 0.86413 0.67615 -3.52890 -0.209
C 1.46646 1.47958 -4.69777 -0.225
C 0.57493 2.72231 -4.99701 -0.249
Si 1.33295 4.33904 -4.49980 0.537
C 1.45240 4.66189 -2.63947 -0.212
C 0.33320 4.12391 -1.75904 -0.282
C 0.63935 3.90585 -0.41293 -0.048
C -0.29091 3.46687 0.51196 -0.040
C -1.61084 3.23534 0.10643 -0.272
C -2.59745 2.77894 1.15079 -0.046
C -1.90925 3.42461 -1.23222 -0.040
C -0.97168 3.87117 -2.15951 -0.061
O 2.94640 4.32484 -5.08335 -0.385
Si 3.80011 5.67966 -4.76290 0.530
S 5.00375 5.47346 -2.91040 0.487
O 4.96214 4.16062 -2.35400 -0.316
O 6.30548 5.95334 -3.25023 -0.323
F 4.41520 6.49460 -1.84539 -0.204
H 5.67346 1.68265 -2.39154 0.068
H 6.83994 0.38241 -2.39010 0.086
H 7.21816 1.89507 -1.48878 0.089
H 3.98523 1.47410 -0.93682 0.119
H 4.12783 0.25927 0.34018 0.108
H 4.87046 -1.23966 -1.79045 0.116
H 3.76591 -0.12644 -2.59190 0.095
H 2.54900 -2.19062 -1.80479 0.097
H 3.32824 -2.04390 -0.25242 0.108
H 1.96933 -0.56962 0.62608 0.099
H 1.61252 0.33824 -0.82278 0.097
H 0.59873 -2.53044 -0.58738 0.114
H -0.14200 -1.27798 0.47329 0.103
H -1.55397 -1.56804 -1.35600 0.100
H -0.82725 -0.00077 -1.53418 0.099
H -0.91685 -2.27807 -3.39917 0.105
H 0.79589 -1.94562 -2.99645 0.091
H -0.05754 -0.62172 -5.00411 0.105
H -1.23044 0.15432 -3.93946 0.111
H 0.48824 1.37389 -2.77806 0.097
H 1.66392 0.05000 -3.13158 0.083
H 1.41325 0.83757 -5.58172 0.099
H 2.52390 1.70281 -4.53740 0.093
H 0.43023 2.76714 -6.08454 0.079
H -0.41486 2.53601 -4.57935 0.065
H 0.69939 5.51789 -5.13261 0.013
H 2.39633 4.23498 -2.28610 0.059
H 1.49534 5.75084 -2.50329 0.087
H 1.65388 4.09814 -0.07356 0.114
H 0.02149 3.34714 1.54241 0.110
H -2.06634 2.42772 2.03766 0.072
H -3.25606 1.96672 0.83962 0.084
H -3.23932 3.59411 1.49888 0.082
H -2.93091 3.23311 -1.54766 0.116
H -1.26961 4.02731 -3.18973 0.098
H 4.76371 5.90296 -5.84371 -0.011
H 2.96099 6.87330 -4.57387 -0.009
C -4.89133 -5.50093 1.35925 -0.117
O -4.45449 -4.35891 0.58682 -0.235
P -5.07964 -4.09777 -0.94587 0.553
O -3.83319 -3.67050 -1.63563 -0.244
O -5.91360 -2.80400 -0.44820 -0.244
C -6.86330 -2.88613 0.60780 -0.108
O -6.09736 -4.25761 -2.24332 -0.228
C -5.80194 -5.31525 -3.17063 -0.115
H -4.01298 -6.00149 1.76344 0.086
H -5.51777 -5.16302 2.18653 0.078
H -5.45357 -6.21706 0.75868 0.078
H -6.37155 -2.57112 1.53082 0.085
H -7.26561 -3.89528 0.73306 0.080
H -7.68338 -2.20448 0.39468 0.091
H -5.70766 -6.27282 -2.65909 0.079
H -4.88263 -5.09310 -3.71117 0.084
H -6.62653 -5.37487 -3.87731 0.085
C 5.84700 -1.47161 2.14382 -0.095
O 4.66890 -2.27591 2.42271 -0.238
P 4.77276 -3.53888 3.48746 0.503
O 3.97975 -4.58636 2.81133 -0.240
O 3.91856 -2.79286 4.64516 -0.240
C 4.31605 -1.49618 5.08358 -0.115
O 5.64025 -4.37234 4.60948 -0.224
C 6.61925 -5.29896 4.10733 -0.109
H 5.93971 -1.35497 1.06612 0.074
H 5.72634 -0.48638 2.59471 0.087
H 6.75846 -1.93263 2.52777 0.082
H 3.73024 -0.73884 4.55930 0.090
H 5.37887 -1.31030 4.91043 0.077
H 4.11776 -1.41776 6.15047 0.088
H 7.29590 -4.81405 3.40400 0.080
H 6.12466 -6.14039 3.62361 0.086
H 7.19544 -5.66231 4.95501 0.085
C -7.53480 -0.82912 5.29975 -0.123
O -6.82908 -0.38937 4.11436 -0.250
P -5.69458 0.86150 4.23420 0.583
O -6.12142 1.48653 2.94513 -0.258
O -4.42939 -0.11841 4.00257 -0.240
C -4.14691 -1.14842 4.95198 -0.107
O -4.73349 2.12920 4.72314 -0.240
C -5.39899 3.36349 5.03008 -0.117
H -8.59568 -0.89824 5.06468 0.084
H -7.17398 -1.81572 5.59636 0.078
H -7.40852 -0.14092 6.13636 0.076
H -4.57632 -2.08984 4.60421 0.085
H -4.54478 -0.91649 5.94311 0.082
H -3.06801 -1.26140 5.02661 0.090
H -6.19898 3.21009 5.75374 0.080
H -5.80277 3.80626 4.12076 0.083
H -4.66151 4.03766 5.45992 0.086
```

## Properties
LUMO: -1.701 eV
Gap between HOMO and LUMO: 6.9 eV
E_tot: -4448.32488 Ha
HOMO: -8.61 eV